Here is an isolated ion of composition C4H10N3 and charge +1 from OMol25. Energies are from ωB97M-V/def2-TZVPD.

Positions of all 17 atoms, in Å:
C1 -0.949 0.928 -0.564
C2 -1.259 -0.200 0.396
C3 0.846 -1.205 0.328
C4 0.603 0.987 -0.629
N1 1.001 -0.466 -0.960
N2 0.985 1.359 0.606
N3 -0.070 -0.432 1.156
H1 -1.461 0.593 -1.490
H2 -1.404 1.931 -0.281
H3 -2.151 0.135 0.967
H4 -1.428 -1.165 -0.141
H5 0.399 -2.303 0.042
H6 1.832 -1.384 0.684
H7 0.866 1.738 -1.324
H8 0.386 -0.922 -1.693
H9 1.918 0.970 0.726
H10 -0.113 -0.564 2.177

Charge = +1
Calculated total energy = -322.28460 Ha
Energy above the lowest of the compared OMol25 structures with the same formula, charge and spin = 4.789 eV
M = 100.14 g/mol
Gap between HOMO and LUMO (spin up / spin down) = 7.820 / 7.826 eV
Highest occupied orbital energy (spin up / spin down) = -14.39 / -14.39 eV
E_LUMO (spin up / spin down) = -6.6 / -6.6 eV

***

Here is an isolated ion of composition C4H10N3 and charge +1 from OMol25. Energies are from ωB97M-V/def2-TZVPD.

Positions of all 17 atoms, in Å:
C1 -0.878 -1.897 -0.755
C2 -1.840 -0.722 -0.606
C3 -1.113 0.532 -0.848
N1 0.244 0.358 -0.527
N2 0.622 0.955 0.458
C4 1.793 0.874 1.328
N3 2.862 1.661 1.363
H1 -0.289 -1.895 -1.646
H2 -0.155 -1.905 0.107
H3 -1.548 -2.811 -0.644
H4 -2.234 -0.669 0.385
H5 -2.677 -0.603 -1.255
H6 -1.223 0.815 -1.846
H7 -1.722 1.229 -0.299
H8 1.709 0.139 2.073
H9 3.475 1.649 2.165
H10 2.973 2.289 0.545

Charge = +1
Calculated total energy = -322.31381 Ha
Energy above the lowest of the compared OMol25 structures with the same formula, charge and spin = 3.994 eV
M = 100.14 g/mol
Gap between HOMO and LUMO (spin up / spin down) = 9.270 / 9.269 eV
Highest occupied orbital energy (spin up / spin down) = -14.25 / -14.25 eV
E_LUMO (spin up / spin down) = -5.0 / -5.0 eV

***

Here is a 2-piece molecular cluster, C4H10N3 overall from OMol25. Energies are from ωB97M-V/def2-TZVPD.

Positions of all 17 atoms, in Å:
C1 -0.153 2.384 -0.145
C2 0.446 -2.417 -0.389
C3 0.769 1.206 0.143
C4 0.556 -1.166 0.468
N1 -3.501 -0.072 -0.149
N2 -2.420 0.033 0.006
N3 0.265 -0.011 -0.184
H1 -0.898 2.443 0.648
H2 0.404 3.317 -0.160
H3 -0.668 2.251 -1.092
H4 -0.295 -2.271 -1.173
H5 1.411 -2.606 -0.860
H6 0.181 -3.290 0.204
H7 1.520 1.254 -0.688
H8 1.330 1.282 1.092
H9 -0.358 -1.184 1.109
H10 1.409 -1.152 1.169

Charge = +1
Calculated total energy = -322.33268 Ha
Energy above the lowest of the compared OMol25 structures with the same formula, charge and spin = 3.480 eV
M = 100.14 g/mol
Gap between HOMO and LUMO = 8.826 eV
Highest occupied orbital energy = -16.30 eV
E_LUMO = -7.5 eV

***

Here is a 2-piece molecular cluster, C4H10N3O overall from OMol25. Energies are from ωB97M-V/def2-TZVPD.

Positions of all 18 atoms, in Å:
C1 -1.751 2.211 0.266
C2 0.801 -2.085 -0.081
C3 -2.466 2.285 1.514
C4 2.315 -1.010 -1.748
N1 -0.900 1.314 0.115
N2 -0.087 0.493 0.078
N3 1.901 -1.510 -0.452
O1 0.603 -2.500 1.168
H1 -2.105 2.791 -0.546
H2 -0.057 -2.346 -0.740
H3 -3.482 1.780 1.327
H4 -2.670 3.278 1.939
H5 -1.778 1.795 2.146
H6 1.737 -1.415 -2.622
H7 2.116 0.015 -1.874
H8 3.487 -1.035 -1.851
H9 2.565 -1.003 0.123
H10 -0.231 -3.057 1.237

Charge = +1
Calculated total energy = -397.55720 Ha
Energy above the lowest of the compared OMol25 structures with the same formula, charge and spin = 3.322 eV
M = 116.14 g/mol
Gap between HOMO and LUMO = 7.756 eV
Highest occupied orbital energy = -11.63 eV
E_LUMO = -3.9 eV